{"formula": "C43H57BaGeN8O5S2Se", "method": "the ωB97M-V functional and the def2-TZVPD basis", "charge": -1, "homo_lumo_gap_ev": 7.02, "e_tot_ev": -211906.7965, "elements": ["Ba", "N", "C", "C", "N", "C", "C", "N", "C", "C", "N", "H", "H", "H", "H", "H", "H", "H", "H", "H", "H", "H", "H", "H", "H", "H", "H", "H", "H", "S", "C", "C", "C", "C", "C", "C", "N", "C", "C", "C", "C", "C", "C", "C", "H", "H", "H", "H", "H", "H", "H", "H", "C", "Ge", "C", "C", "C", "Se", "C", "H", "H", "H", "H", "H", "H", "H", "H", "H", "H", "H", "H", "H", "H", "C", "C", "C", "C", "C", "C", "C", "C", "C", "C", "O", "O", "H", "H", "H", "H", "H", "H", "H", "H", "H", "H", "H", "O", "S", "O", "O", "C", "N", "C", "C", "C", "N", "C", "C", "C", "N", "C", "C", "H", "H", "H", "H", "H", "H"], "positions_angstrom": [[-0.149, 0.109, 0.714], [-2.554, 1.744, 0.805], [-3.118, 2.199, -0.458], [-3.785, 1.058, -1.214], [-2.925, -0.081, -1.532], [-3.606, -1.347, -1.269], [-3.673, -1.693, 0.210], [-2.341, -1.949, 0.729], [-2.420, -0.028, -2.899], [-1.289, 0.960, -3.129], [-0.135, 0.639, -2.298], [-3.258, 1.462, 1.478], [-2.002, 2.472, 1.248], [-2.299, 2.623, -1.041], [-3.868, 2.992, -0.332], [-4.234, 1.466, -2.133], [-4.626, 0.705, -0.610], [-3.057, -2.145, -1.775], [-4.624, -1.351, -1.691], [-4.358, -2.543, 0.330], [-4.109, -0.865, 0.774], [-1.964, -2.806, 0.345], [-2.302, -2.008, 1.742], [-3.229, 0.200, -3.614], [-2.048, -1.022, -3.158], [-1.605, 1.982, -2.900], [-1.060, 0.937, -4.204], [0.646, 1.251, -2.497], [0.164, -0.323, -2.439], [1.760, -3.680, 3.983], [2.546, -4.014, 2.477], [3.520, -4.959, 2.169], [4.012, -4.995, 0.880], [3.554, -4.095, -0.089], [2.587, -3.159, 0.216], [2.062, -3.127, 1.509], [1.084, -2.248, 1.946], [0.845, -2.393, 3.217], [-0.061, -1.555, 4.032], [-0.084, -1.778, 5.417], [-0.889, -0.997, 6.223], [-1.658, 0.003, 5.638], [-1.612, 0.201, 4.265], [-0.821, -0.561, 3.389], [3.887, -5.645, 2.921], [4.770, -5.722, 0.617], [3.964, -4.135, -1.090], [2.234, -2.461, -0.531], [0.525, -2.543, 5.887], [-0.909, -1.159, 7.294], [-2.286, 0.629, 6.264], [-2.232, 1.009, 3.875], [-1.456, 8.038, -3.346], [-1.504, 6.577, -2.038], [-1.270, 7.297, -0.234], [-3.227, 5.648, -2.189], [-0.053, 5.301, -2.451], [0.306, 4.149, -0.929], [2.033, 3.411, -1.415], [-2.202, 8.788, -3.081], [-1.681, 7.676, -4.350], [-0.480, 8.523, -3.370], [-2.024, 8.060, -0.037], [-0.284, 7.748, -0.120], [-1.362, 6.514, 0.518], [-4.042, 6.370, -2.246], [-3.408, 5.001, -1.331], [-3.258, 5.032, -3.089], [0.848, 5.865, -2.701], [-0.330, 4.707, -3.323], [2.799, 4.183, -1.383], [2.001, 2.971, -2.411], [2.254, 2.641, -0.675], [5.120, 3.712, 6.402], [4.272, 3.226, 5.258], [3.449, 4.091, 4.556], [2.656, 3.658, 3.496], [1.783, 4.675, 2.810], [2.716, 2.313, 3.110], [3.547, 1.419, 3.806], [3.638, -0.048, 3.479], [4.299, 1.893, 4.874], [1.886, 1.824, 1.948], [2.355, 0.941, 1.183], [0.729, 2.309, 1.791], [4.843, 4.724, 6.695], [6.178, 3.719, 6.132], [5.012, 3.066, 7.274], [3.411, 5.137, 4.843], [2.042, 5.676, 3.159], [0.731, 4.486, 3.018], [1.883, 4.647, 1.725], [2.654, -0.493, 3.347], [4.152, -0.572, 4.285], [4.174, -0.212, 2.545], [4.921, 1.194, 5.424], [-1.622, -6.271, -7.898], [-1.366, -7.663, -7.580], [-2.514, -8.543, -7.693], [-0.125, -8.192, -8.118], [-1.044, -7.657, -5.781], [-1.020, -8.851, -5.177], [-0.770, -8.854, -3.883], [-0.552, -7.691, -3.149], [-0.597, -6.509, -3.868], [-0.835, -6.498, -5.179], [-0.377, -5.178, -3.247], [-0.407, -4.968, -1.871], [-0.189, -3.696, -1.377], [0.043, -2.629, -2.142], [0.082, -2.840, -3.459], [-0.124, -4.073, -4.054], [-0.743, -9.824, -3.396], [-0.341, -7.732, -2.091], [-0.597, -5.773, -1.175], [-0.168, -3.533, -0.304], [0.281, -1.973, -4.082], [-0.099, -4.184, -5.129]], "forces_ev_per_a": [[-0.4048, -0.5275, -0.5815], [0.1965, 0.0022, 0.2653], [-0.0212, -0.0139, -0.0330], [-0.0587, 0.0339, -0.0245], [0.0422, 0.0083, 0.0338], [-0.0324, -0.0078, -0.0117], [-0.1210, -0.0128, 0.0288], [0.2623, -0.0176, 0.0134], [-0.0321, -0.0236, -0.0760], [-0.0228, 0.0498, -0.0693], [0.1351, -0.0434, 0.2311], [-0.0686, -0.0088, -0.0788], [-0.0015, 0.1288, 0.0101], [-0.0029, -0.0133, -0.0010], [0.0062, -0.0164, -0.0136], [0.0128, 0.0097, 0.0101], [0.0292, -0.0075, 0.0233], [0.0299, 0.0133, 0.0002], [0.0042, -0.0123, 0.0053], [0.0089, 0.0191, -0.0091], [0.0321, 0.0049, 0.0049], [-0.0868, -0.0654, 0.0412], [-0.0301, 0.0645, 0.0150], [0.0107, -0.0003, 0.0031], [0.0141, 0.0010, 0.0370], [-0.0003, -0.0035, 0.0049], [-0.0191, 0.0068, 0.0178], [-0.0109, 0.0132, -0.0369], [-0.0397, -0.0138, -0.0569], [0.1186, -0.1089, -0.0443], [-0.0138, 0.0243, -0.0408], [-0.0234, 0.0023, 0.0709], [0.0258, 0.0043, -0.0484], [0.0028, -0.0079, 0.0065], [0.0153, -0.0487, 0.0374], [0.0394, 0.0332, -0.1358], [-0.0428, 0.0682, 0.1762], [-0.1357, 0.0774, 0.0597], [0.1050, -0.2098, 0.0040], [-0.1248, 0.1123, 0.0653], [0.0378, -0.0376, 0.0167], [-0.0256, 0.0138, 0.0167], [-0.0633, -0.0322, 0.1135], [-0.0535, 0.0387, -0.0547], [-0.0030, -0.0012, 0.0088], [0.0001, -0.0022, 0.0006], [-0.0004, 0.0012, -0.0015], [-0.0135, 0.0158, 0.0013], [0.0288, -0.0236, -0.0459], [-0.0055, 0.0094, -0.0012], [-0.0030, 0.0035, -0.0089], [0.0335, 0.0074, -0.0684], [-0.0111, -0.0418, 0.0200], [0.0023, -0.0990, 0.0033], [-0.0249, 0.0165, -0.0371], [0.0217, 0.0556, 0.0136], [0.0709, 0.0673, -0.1656], [-0.1738, -0.0218, 0.2551], [0.0057, -0.0175, -0.0868], [-0.0075, 0.0096, -0.0109], [-0.0028, -0.0261, -0.0011], [0.0190, -0.0149, 0.0352], [-0.0050, 0.0009, 0.0010], [0.0132, 0.0016, -0.0325], [-0.0109, -0.0295, -0.0184], [-0.0016, 0.0089, 0.0080], [0.0511, 0.0150, 0.0144], [0.0246, 0.0093, -0.0209], [0.0057, 0.0127, 0.0684], [0.0115, -0.0026, 0.0019], [-0.0066, 0.0069, 0.0138], [0.0011, 0.0136, 0.0004], [0.0259, -0.0014, -0.0069], [0.0174, 0.0209, 0.0397], [-0.0052, 0.0038, -0.0062], [-0.0076, -0.0083, -0.0042], [0.0853, -0.0060, 0.0107], [-0.0368, 0.0183, -0.0105], [0.0189, -0.0446, -0.0607], [-0.0205, 0.0538, 0.0801], [0.0187, -0.0500, -0.0342], [-0.0229, -0.0041, -0.0217], [0.0389, 0.1690, 0.0939], [0.1928, 0.0247, -0.0571], [-0.0535, 0.2763, 0.0498], [-0.0017, 0.0046, -0.0046], [-0.0003, -0.0031, -0.0120], [-0.0041, -0.0082, -0.0039], [-0.0020, 0.0104, 0.0022], [-0.0014, 0.0136, -0.0133], [0.0034, 0.0113, 0.0012], [0.0093, -0.0069, 0.0096], [-0.0223, 0.0280, 0.0153], [-0.0057, -0.0155, -0.0148], [0.0103, 0.0028, -0.0071], [0.0063, -0.0025, 0.0018], [0.0057, -0.1102, 0.0310], [-0.1428, 0.1079, -0.0307], [0.0651, 0.0897, -0.0256], [0.0327, -0.0216, 0.0616], [-0.0016, -0.2011, -0.0647], [0.0199, -0.0169, -0.0765], [-0.0035, 0.0687, 0.1204], [0.0013, -0.0495, -0.0941], [-0.0331, -0.1165, -0.0428], [0.0226, 0.1591, 0.0739], [0.0164, 0.1183, 0.0785], [0.0224, -0.0166, -0.0571], [0.0320, -0.0099, 0.0514], [0.0989, 0.0585, 0.0396], [-0.0975, -0.0697, -0.0625], [0.0179, 0.0993, 0.0007], [0.0070, -0.0005, 0.0048], [0.0047, 0.0079, 0.0131], [-0.0033, -0.0262, -0.0247], [-0.0080, 0.0265, 0.0130], [0.0022, 0.0100, 0.0050], [-0.0146, -0.0659, -0.0036]]}

{"formula": "C55H45AsN4ORbS", "method": "the ωB97M-V functional and the def2-TZVPD basis", "charge": -1, "homo_lumo_gap_ev": 5.28, "e_tot_ev": -138105.2314, "elements": ["Rb", "C", "C", "C", "C", "C", "C", "C", "C", "C", "C", "C", "C", "C", "C", "C", "C", "C", "C", "C", "N", "C", "C", "C", "C", "C", "C", "C", "C", "C", "C", "C", "C", "N", "C", "C", "C", "C", "C", "N", "C", "C", "C", "C", "C", "C", "C", "C", "N", "H", "H", "H", "H", "H", "H", "H", "H", "H", "H", "H", "H", "H", "H", "H", "H", "H", "H", "H", "H", "H", "H", "H", "H", "H", "H", "H", "H", "C", "C", "O", "C", "C", "C", "C", "C", "C", "H", "H", "H", "H", "H", "H", "H", "H", "C", "As", "C", "C", "S", "H", "H", "H", "H", "H", "H", "H", "H", "H"], "positions_angstrom": [[-0.552, 1.879, 0.618], [7.573, 0.433, 0.035], [6.817, -0.500, -0.663], [5.432, -0.432, -0.644], [4.778, 0.570, 0.070], [5.544, 1.498, 0.769], [6.931, 1.433, 0.752], [3.283, 0.636, 0.093], [2.666, 1.160, -1.058], [3.384, 1.587, -2.255], [2.445, 1.919, -3.169], [1.150, 1.693, -2.530], [-0.096, 1.823, -3.177], [-0.088, 2.455, -4.527], [0.458, 3.723, -4.723], [0.476, 4.307, -5.982], [-0.056, 3.632, -7.072], [-0.604, 2.369, -6.891], [-0.619, 1.788, -5.632], [-1.351, 1.394, -2.681], [-1.542, 0.651, -1.567], [-2.879, 0.536, -1.384], [-3.507, -0.060, -0.271], [-4.998, -0.088, -0.285], [-5.700, -0.870, -1.198], [-7.088, -0.885, -1.205], [-7.798, -0.114, -0.296], [-7.109, 0.674, 0.617], [-5.722, 0.686, 0.621], [-2.883, -0.597, 0.876], [-3.575, -1.294, 1.950], [-2.625, -1.659, 2.846], [-1.354, -1.181, 2.319], [-1.555, -0.562, 1.136], [-0.100, -1.320, 2.958], [1.137, -0.834, 2.494], [2.428, -1.293, 3.001], [3.368, -0.748, 2.200], [2.652, 0.046, 1.204], [1.324, 0.003, 1.446], [-0.072, -2.121, 4.215], [0.345, -1.545, 5.414], [0.380, -2.282, 6.590], [-0.001, -3.616, 6.586], [-0.413, -4.205, 5.397], [-0.447, -3.464, 4.225], [-3.586, 1.212, -2.464], [-2.637, 1.740, -3.273], [1.336, 1.263, -1.262], [8.654, 0.380, 0.021], [7.309, -1.288, -1.221], [4.838, -1.162, -1.181], [5.040, 2.276, 1.330], [7.512, 2.165, 1.301], [4.456, 1.603, -2.380], [2.606, 2.241, -4.185], [0.873, 4.249, -3.872], [0.902, 5.294, -6.112], [-0.043, 4.086, -8.055], [-1.015, 1.831, -7.736], [-1.039, 0.800, -5.491], [-5.145, -1.473, -1.908], [-7.616, -1.504, -1.921], [-8.881, -0.124, -0.301], [-7.654, 1.288, 1.325], [-5.179, 1.315, 1.317], [-4.635, -1.492, 2.004], [-2.775, -2.192, 3.773], [2.582, -1.988, 3.811], [4.434, -0.907, 2.237], [0.648, -0.505, 5.414], [0.706, -1.813, 7.510], [0.027, -4.195, 7.501], [-0.701, -5.249, 5.381], [-0.754, -3.927, 3.295], [-4.656, 1.301, -2.569], [-2.790, 2.338, -4.158], [-2.671, 2.129, 3.862], [-2.417, 3.234, 2.869], [-3.121, 3.337, 1.887], [-1.261, 4.178, 3.045], [-1.253, 5.351, 2.290], [-0.176, 6.216, 2.354], [0.915, 5.907, 3.159], [0.920, 4.737, 3.902], [-0.169, 3.879, 3.855], [-2.570, 1.166, 3.352], [-3.709, 2.208, 4.188], [-2.023, 2.147, 4.733], [-2.100, 5.556, 1.648], [-0.176, 7.125, 1.768], [1.767, 6.574, 3.195], [1.778, 4.484, 4.512], [-0.142, 2.957, 4.420], [0.342, -1.609, -2.989], [-0.281, -3.333, -2.442], [-1.446, -3.863, -3.901], [-1.467, -3.013, -0.960], [1.187, -4.770, -2.075], [-0.444, -1.069, -3.513], [1.201, -1.771, -3.638], [0.621, -1.022, -2.115], [-2.252, -3.139, -4.018], [-1.852, -4.849, -3.681], [-0.855, -3.917, -4.814], [-2.265, -2.335, -1.259], [-0.889, -2.537, -0.168], [-1.869, -3.965, -0.617]], "forces_ev_per_a": [[0.1724, 0.5166, 0.1398], [-0.0100, -0.0079, -0.0020], [0.0156, -0.0003, 0.0005], [-0.0048, 0.0070, -0.0058], [-0.0148, 0.0181, 0.0164], [0.0344, -0.0148, 0.0168], [-0.0129, 0.0049, -0.0021], [0.0158, 0.0196, -0.0767], [0.0246, -0.0157, 0.0177], [-0.0049, -0.0015, 0.0023], [-0.0077, -0.0228, 0.0243], [-0.0174, -0.0142, -0.0698], [0.0097, 0.0398, -0.0480], [0.0061, -0.0631, 0.1400], [-0.0085, 0.0446, -0.0624], [-0.0092, -0.0119, 0.0256], [0.0000, 0.0049, -0.0045], [-0.0026, -0.0033, 0.0012], [0.0155, 0.0242, -0.0538], [0.0286, -0.0950, 0.0153], [-0.0097, 0.0032, -0.1632], [-0.0400, -0.0203, 0.0120], [0.0409, -0.0275, -0.0335], [-0.0108, 0.0381, 0.0545], [-0.0161, -0.0382, -0.0222], [-0.0221, -0.0042, 0.0016], [0.0150, 0.0088, 0.0051], [0.0025, -0.0024, -0.0110], [-0.0238, -0.0136, -0.0238], [-0.0158, -0.0305, -0.0050], [0.0133, 0.0188, 0.0100], [-0.0056, 0.0080, -0.0087], [-0.0249, 0.0568, 0.0196], [-0.0561, 0.0010, 0.0874], [0.0157, -0.0369, 0.0044], [0.0054, -0.0008, 0.0205], [-0.0336, 0.0085, 0.0083], [0.0085, 0.0299, -0.0126], [-0.0142, -0.0064, 0.0777], [-0.0083, -0.1512, -0.1277], [-0.0011, 0.0301, -0.0121], [0.0018, -0.0103, 0.0267], [0.0028, 0.0020, -0.0078], [0.0018, 0.0013, -0.0093], [-0.0029, -0.0083, 0.0128], [-0.0027, 0.0022, -0.0051], [-0.0060, 0.0199, -0.0203], [-0.0186, -0.0144, 0.0333], [-0.0495, -0.1012, -0.0607], [0.0017, -0.0008, -0.0005], [-0.0001, -0.0024, -0.0019], [0.0021, -0.0023, -0.0012], [-0.0033, 0.0015, -0.0008], [-0.0004, 0.0018, 0.0015], [0.0004, 0.0023, -0.0026], [0.0185, -0.0148, -0.0013], [-0.0115, 0.0048, -0.0053], [0.0017, 0.0020, 0.0037], [-0.0003, 0.0002, -0.0011], [-0.0033, -0.0034, 0.0006], [0.0053, -0.0051, -0.0112], [0.0005, 0.0088, 0.0114], [-0.0003, -0.0024, -0.0007], [-0.0032, -0.0023, 0.0002], [-0.0022, 0.0016, 0.0005], [0.0048, -0.0043, 0.0024], [-0.0037, 0.0018, -0.0004], [-0.0010, -0.0034, 0.0039], [-0.0001, -0.0044, 0.0081], [0.0024, 0.0004, -0.0007], [-0.0002, 0.0041, -0.0015], [0.0003, 0.0005, 0.0026], [0.0001, -0.0038, 0.0015], [-0.0015, -0.0030, 0.0001], [-0.0009, -0.0033, -0.0005], [0.0021, -0.0042, 0.0006], [-0.0201, 0.0093, 0.0085], [-0.0041, 0.0069, 0.0144], [0.0390, -0.1023, 0.0563], [-0.1225, 0.0947, -0.0006], [0.0056, -0.0759, 0.0042], [-0.0088, 0.0004, -0.0090], [0.0324, -0.0032, 0.0159], [-0.0322, 0.0043, -0.0161], [0.0278, 0.0074, 0.0066], [-0.0172, -0.0330, -0.0123], [0.0201, -0.0121, -0.0035], [-0.0035, -0.0158, -0.0201], [-0.0041, 0.0062, 0.0106], [-0.0005, 0.0003, 0.0017], [-0.0051, -0.0009, -0.0013], [0.0017, 0.0018, 0.0018], [-0.0031, -0.0071, 0.0008], [-0.0019, -0.0024, 0.0059], [0.2471, 0.0449, -0.0675], [-0.2342, -0.1102, 0.0470], [-0.0180, -0.0419, 0.0631], [0.1221, -0.0662, -0.0422], [-0.0069, 0.0461, -0.0348], [-0.0567, -0.0517, -0.0035], [0.0122, 0.0897, 0.0026], [0.0540, 0.0059, 0.0739], [0.0074, 0.0144, 0.0055], [-0.0025, 0.0102, -0.0014], [0.0151, 0.0049, 0.0093], [0.0053, 0.0294, -0.0249], [-0.0434, -0.0097, -0.0189], [0.0110, -0.0064, -0.0050]]}